No. 1
C51H88ClNO14P2S | wB97M-V/def2-TZVPD

LUMO energy: -0.84 eV
SMILES string: CCCCON1c2c(cc(P(=O)(O)O)c(COC)c2COC)Sc2c(Cl)c(CC(=O)c3ccccc3)c(OCC)c(P(C)O)c21.CCOCC.CCOCC.CCOCC.CCOCC.CCOCC
Frontier orbital gap: 7.01 eV

Atoms and positions in Å:
C: 5.34 -4.14 2.96
C: 3.88 -3.32 2.98
C: 3.57 -2.65 1.49
C: 2.22 -3.26 0.77
O: 1.16 -2.25 0.87
N: 0.79 -1.74 -0.31
C: 1.90 -1.06 -1.06
C: 2.68 -1.60 -2.39
C: 3.87 -0.80 -3.20
C: 4.34 0.68 -2.65
P: 5.69 1.59 -3.67
O: 7.00 1.67 -2.77
O: 6.05 0.72 -5.17
O: 5.27 3.22 -4.13
C: 3.58 1.26 -1.32
C: 4.02 2.78 -0.79
O: 4.69 2.72 0.53
C: 4.67 4.14 0.99
C: 2.38 0.44 -0.49
C: 1.68 1.10 0.86
O: 0.36 1.64 0.49
C: 0.39 3.09 0.25
S: 2.18 -3.28 -3.15
C: 0.39 -3.47 -2.50
C: -0.59 -4.43 -3.41
Cl: 0.12 -5.24 -4.96
C: -2.17 -4.64 -2.93
C: -3.15 -5.56 -3.87
C: -4.31 -4.62 -4.62
O: -4.85 -5.10 -5.78
C: -4.85 -3.18 -4.02
C: -3.91 -1.81 -3.93
C: -4.48 -0.39 -3.27
C: -6.03 -0.29 -2.67
C: -6.98 -1.66 -2.75
C: -6.40 -3.06 -3.41
C: -2.63 -3.88 -1.53
O: -4.02 -4.06 -1.02
C: -4.07 -5.07 0.05
C: -3.25 -6.45 -0.25
C: -1.62 -2.91 -0.62
P: -2.33 -2.11 0.99
C: -1.69 -3.25 2.43
O: -1.74 -0.48 1.17
C: -0.05 -2.67 -1.14
H: 6.21 -3.43 3.30
H: 5.30 -5.10 3.63
H: 5.55 -4.49 1.86
H: 4.01 -2.46 3.80
H: 3.00 -3.99 3.38
H: 3.43 -1.49 1.70
H: 4.54 -2.80 0.85
H: 2.40 -3.70 -0.30
H: 1.88 -4.18 1.45
H: 4.37 -1.25 -4.18
H: 6.67 -0.02 -4.87
H: 6.14 3.74 -4.22
H: 4.77 3.31 -1.53
H: 3.04 3.45 -0.80
H: 5.14 4.24 2.06
H: 3.55 4.49 1.05
H: 5.20 4.77 0.16
H: 2.38 1.89 1.41
H: 1.51 0.23 1.63
H: 0.38 3.31 -0.91
H: 1.27 3.66 0.78
H: -0.62 3.55 0.68
H: -3.74 -6.40 -3.31
H: -2.58 -6.10 -4.76
H: -2.80 -1.80 -4.33
H: -3.82 0.57 -3.18
H: -6.45 0.70 -2.16
H: -8.06 -1.55 -2.29
H: -7.10 -4.02 -3.45
H: -3.73 -4.66 1.10
H: -5.21 -5.39 0.19
H: -3.71 -6.97 -1.20
H: -2.08 -6.33 -0.30
H: -3.45 -7.21 0.65
H: -1.12 -2.65 3.27
H: -0.97 -4.07 1.94
H: -2.61 -3.84 2.88
H: -1.45 -0.33 2.12
C: 5.57 -5.83 7.56
C: 5.25 -4.48 6.95
O: 4.09 -4.49 6.12
C: 2.86 -4.86 6.75
C: 2.47 -3.95 7.90
H: 5.70 -6.58 6.78
H: 6.49 -5.77 8.16
H: 4.77 -6.18 8.22
H: 6.08 -4.17 6.31
H: 5.15 -3.71 7.72
H: 2.91 -5.91 7.08
H: 2.08 -4.82 5.98
H: 3.21 -3.96 8.71
H: 1.51 -4.26 8.32
H: 2.39 -2.91 7.55
C: -2.06 2.86 5.93
C: -2.06 1.53 5.19
O: -1.11 1.46 4.14
C: 0.26 1.62 4.51
C: 0.75 0.57 5.50
H: -2.24 3.68 5.23
H: -2.83 2.87 6.70
H: -1.10 3.05 6.41
H: -3.05 1.39 4.73
H: -1.92 0.69 5.88
H: 0.43 2.63 4.89
H: 0.85 1.53 3.59
H: 0.20 0.62 6.44
H: 1.81 0.72 5.72
H: 0.61 -0.43 5.09
C: 1.79 9.74 0.42
C: 2.76 8.58 0.49
O: 2.13 7.30 0.58
C: 1.26 6.94 -0.49
C: 1.96 6.89 -1.84
H: 1.13 9.73 1.30
H: 2.32 10.69 0.39
H: 1.14 9.68 -0.46
H: 3.38 8.69 1.39
H: 3.45 8.59 -0.36
H: 0.40 7.61 -0.52
H: 0.87 5.95 -0.26
H: 2.37 7.86 -2.13
H: 1.27 6.57 -2.62
H: 2.80 6.18 -1.81
C: -5.27 -2.95 -11.31
C: -4.65 -1.75 -10.62
O: -4.97 -1.66 -9.24
C: -4.57 -2.75 -8.42
C: -3.07 -2.98 -8.42
H: -6.36 -2.93 -11.20
H: -5.02 -2.95 -12.38
H: -4.92 -3.89 -10.88
H: -5.03 -0.84 -11.09
H: -3.56 -1.73 -10.76
H: -5.11 -3.66 -8.70
H: -4.89 -2.51 -7.39
H: -2.69 -3.23 -9.41
H: -2.81 -3.80 -7.74
H: -2.54 -2.08 -8.09
C: -4.02 4.92 2.20
C: -2.73 5.19 1.46
O: -2.71 6.44 0.78
C: -2.88 7.61 1.58
C: -1.80 7.77 2.64
H: -4.87 4.95 1.51
H: -3.99 3.93 2.68
H: -4.21 5.66 2.98
H: -2.59 4.42 0.70
H: -1.87 5.12 2.13
H: -3.88 7.61 2.03
H: -2.84 8.47 0.91
H: -1.80 6.94 3.35
H: -1.96 8.69 3.20
H: -0.81 7.80 2.18

Mulliken atomic charge list, values in e, 4 entries:
1 C -0.99
2 C -0.04
3 C 0.12
4 C -0.39

***

No. 2
C3H4KNaO3 | wB97M-V/def2-TZVPD

LUMO energy: -1.36 eV
Frontier orbital gap: 4.15 eV
Energy relative to the best compared isomer or geometry (same formula, charge and spin): 2.721 eV

Atoms and positions in Å:
O: -0.17 -2.03 -0.08
C: -0.24 -0.75 -0.32
C: 1.44 -2.29 0.10
O: -0.80 0.02 0.47
O: 0.82 -0.33 -0.98
C: 2.02 -1.13 -0.60
H: 1.87 -3.23 -0.25
H: 1.46 -2.41 1.19
H: 2.46 -1.39 -1.57
Na: 3.55 0.33 0.69
K: -3.38 1.52 -0.12
H: -4.07 3.66 0.16

Mulliken atomic charge list, values in e, 4 entries:
1 O -0.41
2 C 0.71
3 C -0.11
4 O -0.58

***

No. 3
C2H8S3 | wB97M-V/def2-TZVPD

LUMO energy: 0.19 eV
SMILES string: CSS.CS
Frontier orbital gap: 9.20 eV
Energy relative to the best compared isomer or geometry (same formula, charge and spin): 1.236 eV

Atoms and positions in Å:
C: -1.01 0.78 1.44
S: 0.65 1.45 1.42
H: -0.83 -0.25 1.23
H: -1.60 1.38 0.75
H: -1.61 0.81 2.44
H: 1.61 0.57 1.25
C: -0.32 -0.29 -1.95
S: 1.11 -1.32 -1.68
S: 1.41 -1.85 0.36
H: 0.04 0.80 -1.87
H: -0.72 -0.57 -2.98
H: -1.14 -0.40 -1.23
H: 2.42 -1.09 0.82

Mulliken atomic charge list, values in e, 4 entries:
1 C -0.53
2 S -0.11
3 H 0.13
4 H 0.24

***

No. 4
C4H8N4O | wB97M-V/def2-TZVPD

LUMO energy: 0.88 eV
SMILES string: N[C@H]1[C@H]2NNC(=O)N[C@H]12
Frontier orbital gap: 9.58 eV
Energy relative to the best compared isomer or geometry (same formula, charge and spin): 3.902 eV

Atoms and positions in Å:
C: 1.89 -0.40 0.47
C: 0.72 0.49 0.58
C: -1.70 -0.27 -0.08
C: 0.54 -0.76 -0.25
H: 2.64 0.34 -1.25
H: 3.59 -0.92 -0.65
H: 2.22 -0.97 1.33
H: 0.26 0.34 1.58
H: 0.08 2.44 0.37
H: -1.97 1.75 -0.45
H: -1.09 -2.15 -0.20
H: 0.66 -0.57 -1.31
N: 3.01 -0.07 -0.36
N: 0.13 1.56 -0.13
N: -1.24 1.07 -0.07
N: -0.74 -1.27 0.11
O: -2.91 -0.46 -0.08

Mulliken atomic charge list, values in e, 4 entries:
1 C -0.34
2 C 0.03
3 C 0.36
4 C -0.12

***

No. 5
C34H46Br4NO3P2SV | wB97M-V/def2-TZVPD

Total charge: -1
Spin multiplicity: 2
LUMO energy (spin up / spin down): 2.41 / 2.41 eV
<S²>: 0.77
Frontier orbital gap (spin up / spin down): 6.32 / 5.86 eV

Atoms and positions in Å:
V: -0.63 0.68 0.06
C: -0.24 -3.13 -3.35
C: -0.56 -1.66 -3.11
C: 0.68 -0.81 -3.35
P: -1.31 -1.31 -1.43
C: -3.11 -1.58 -1.78
C: -3.54 -2.74 -2.67
C: -3.94 -1.55 -0.50
C: -0.61 -2.61 -0.38
C: -1.09 -3.89 -0.18
C: -0.49 -4.76 0.73
C: -1.02 -6.16 0.95
C: 0.62 -4.29 1.42
C: 1.12 -3.02 1.23
C: 0.53 -2.14 0.31
N: 0.95 -0.83 0.09
C: 2.29 -0.56 0.01
C: 3.25 -1.52 -0.40
C: 4.57 -1.19 -0.59
C: 5.05 0.10 -0.38
C: 6.49 0.46 -0.64
C: 4.12 1.05 0.02
C: 2.77 0.76 0.23
P: 1.46 1.92 0.69
C: 1.39 3.21 -0.66
C: 0.90 2.51 -1.93
C: 2.64 4.03 -0.96
C: 1.94 2.96 2.17
C: 3.44 3.20 2.37
C: 1.33 2.40 3.45
H: 0.12 -3.27 -4.38
H: -1.10 -3.78 -3.20
H: 0.55 -3.46 -2.67
H: -1.34 -1.33 -3.82
H: 1.45 -1.01 -2.60
H: 0.44 0.25 -3.31
H: 1.11 -1.02 -4.34
H: -3.32 -0.64 -2.31
H: -3.37 -3.71 -2.20
H: -3.03 -2.74 -3.64
H: -4.61 -2.66 -2.86
H: -3.78 -2.46 0.09
H: -5.00 -1.49 -0.75
H: -3.69 -0.68 0.10
H: -1.97 -4.23 -0.72
H: -1.98 -6.29 0.46
H: -1.16 -6.36 2.02
H: -0.34 -6.91 0.56
H: 1.09 -4.94 2.16
H: 1.96 -2.67 1.81
H: 2.92 -2.53 -0.59
H: 5.26 -1.97 -0.91
H: 7.15 -0.37 -0.39
H: 6.79 1.32 -0.04
H: 6.66 0.71 -1.69
H: 4.47 2.06 0.19
H: 0.60 3.87 -0.30
H: 1.60 1.72 -2.22
H: 0.83 3.22 -2.76
H: -0.10 2.09 -1.83
H: 3.46 3.38 -1.28
H: 2.97 4.60 -0.09
H: 2.45 4.74 -1.77
H: 1.45 3.91 1.95
H: 3.96 2.26 2.57
H: 3.58 3.85 3.24
H: 3.91 3.68 1.52
H: 1.72 1.41 3.68
H: 0.25 2.32 3.34
H: 1.54 3.07 4.28
Br: -6.50 4.54 -0.91
C: -4.83 3.91 -0.25
C: -4.18 4.58 0.78
Br: -4.94 6.13 1.56
C: -2.95 4.09 1.23
Br: -2.00 4.93 2.65
C: -2.35 2.98 0.67
O: -1.21 2.47 1.06
C: -3.01 2.30 -0.39
O: -2.39 1.25 -0.87
C: -4.24 2.77 -0.82
Br: -5.08 1.81 -2.23
C: -1.92 -1.80 2.48
S: -1.03 -0.24 2.30
C: -2.28 0.73 3.16
O: 0.12 -0.42 3.23
H: -2.03 -1.96 3.55
H: -1.31 -2.58 2.04
H: -2.89 -1.74 1.99
H: -3.24 0.62 2.67
H: -1.97 1.77 3.14
H: -2.31 0.35 4.19

Mulliken atomic charge list, values in e, 4 entries:
1 V 0.82
2 C -1.65
3 C 0.14
4 C -1.41

***

No. 6
C19H20BrIrNOS4Sb | wB97M-V/def2-TZVPD

LUMO energy (spin up / spin down): -3.40 / -3.38 eV
Frontier orbital gap (spin up / spin down): 4.75 / 4.62 eV
Energy relative to the best compared isomer or geometry (same formula, charge and spin): 3.672 eV

Atoms and positions in Å:
Ir: 2.41 0.67 1.99
S: 1.91 3.09 5.32
Sb: 3.64 1.56 4.96
S: 2.45 -0.38 4.05
S: 4.16 2.13 2.68
C: -4.00 -2.39 -3.35
C: -4.72 -3.67 -3.03
O: -5.63 -4.10 -3.68
S: -4.22 -4.62 -1.59
C: -2.95 -3.64 -0.83
C: -3.29 -2.59 0.02
C: -2.31 -1.81 0.60
C: -0.96 -2.08 0.36
C: -0.62 -3.16 -0.47
C: -1.61 -3.93 -1.06
C: 0.07 -1.26 0.93
C: 0.98 -0.57 1.35
H: -4.46 -1.57 -2.80
H: -4.12 -2.20 -4.42
H: -2.95 -2.42 -3.09
H: -4.34 -2.38 0.21
H: -2.57 -0.99 1.25
H: 0.42 -3.38 -0.64
H: -1.35 -4.76 -1.70
Br: -2.04 5.53 2.00
C: -0.76 4.16 1.99
C: -0.93 3.04 2.79
C: 0.03 2.04 2.74
N: 1.10 2.14 1.94
C: 1.27 3.23 1.18
C: 0.36 4.26 1.17
H: -1.78 2.95 3.45
H: -0.06 1.15 3.34
H: 2.17 3.26 0.58
H: 0.53 5.12 0.55
C: 3.43 0.20 -2.38
C: 2.45 0.21 -1.20
C: 1.28 1.14 -1.50
C: 3.23 0.59 0.05
H: 2.92 -0.11 -3.29
H: 4.25 -0.49 -2.20
H: 3.84 1.20 -2.54
H: 2.05 -0.80 -1.07
H: 1.64 2.15 -1.73
H: 0.58 1.19 -0.67
H: 0.73 0.79 -2.38
H: 3.66 1.60 -0.06
H: 4.07 -0.10 0.19

Mulliken atomic charge list, values in e, 4 entries:
1 Ir 2.07
2 S -0.52
3 Sb 0.61
4 S -0.35